[1]
118
Properties=species:S:1:pos:R:3:forces:R:3:mulliken_charge:R:1 method="wB97M-V/def2-TZVPD" homo_energy_ev=-3.07 charge=-2 orbital_gap_ha=0.240 largest_force_ev_per_a=1.31 mol_weight_g_mol=1301.09 energy_ha=-6569.29487
Sr 0.5041 -0.0987 0.0219 1.16 -0.52 -0.32 1.881
N -0.0998 -1.2450 2.4855 -0.45 -0.03 -0.46 -0.151
N -0.6257 0.0539 2.7945 -0.15 0.15 0.02 0.328
H -0.8252 -1.8359 2.0668 -0.06 -0.04 0.19 -0.048
H 0.2160 -1.6941 3.3355 0.27 0.11 -0.05 0.140
H -1.5609 0.0139 3.2026 0.04 -0.30 0.03 0.257
H -0.8277 0.4941 1.9014 -0.22 0.38 0.28 -0.537
C 2.5076 -5.4440 -3.3856 0.00 0.05 0.02 -1.430
C 1.0858 -5.2216 -2.9995 -0.17 0.04 0.02 0.881
C 0.0495 -5.1868 -3.8822 0.13 -0.01 0.05 -0.825
C -1.2187 -4.8325 -3.3753 -0.06 0.06 -0.05 1.482
N -1.4631 -4.6401 -2.0994 0.03 -0.03 -0.03 -0.455
C -0.4495 -4.7443 -1.1990 -0.08 0.04 0.00 -0.443
S -0.6786 -4.5742 0.4460 0.11 0.03 -0.04 -0.326
N 0.8116 -5.0067 -1.6914 0.05 0.00 0.02 0.121
C -2.3545 -4.6067 -4.3247 0.01 -0.07 0.02 -1.544
H 2.5606 -5.7836 -4.4188 0.03 0.02 0.04 0.392
H 2.9867 -6.1721 -2.7304 0.00 -0.02 0.01 0.439
H 3.0507 -4.5030 -3.2855 0.05 0.07 0.02 0.144
H 0.2091 -5.3186 -4.9421 0.01 0.04 -0.01 0.266
H 1.5714 -4.9495 -1.0209 -0.05 0.01 0.00 0.228
H -2.2914 -5.2658 -5.1904 0.01 -0.01 0.00 0.432
H -2.2793 -3.5816 -4.6958 0.00 0.01 0.04 0.206
H -3.2993 -4.7432 -3.8007 0.05 -0.05 -0.04 0.519
Cl 4.6722 -1.0107 1.8029 -0.09 -0.07 -0.05 -0.413
Si 3.0362 -2.0546 0.8181 0.40 -0.36 0.03 0.552
Cl 4.2262 -3.2794 -0.5711 -0.22 0.09 0.10 -0.431
Cl 2.7933 -3.6258 2.3479 -0.04 0.10 -0.07 -0.425
C 2.2280 1.7358 -3.4862 0.04 0.04 -0.02 -0.896
C 2.8820 1.1805 -2.2160 -0.21 -0.14 -0.17 0.425
O 4.1019 1.0541 -2.1901 0.02 0.05 0.02 -0.710
O 2.0639 0.8947 -1.2693 0.46 0.48 -0.12 -0.390
H 2.4903 2.7932 -3.5823 -0.01 0.01 0.01 0.322
H 1.1443 1.6321 -3.4640 0.00 -0.01 0.01 0.157
H 2.6267 1.2207 -4.3611 0.01 0.02 0.03 0.197
O -0.0861 -3.7747 -7.0078 -0.01 -0.01 0.00 -0.679
S 0.0992 -2.3868 -6.6352 0.00 0.04 -0.06 1.233
O -0.6259 -1.4196 -7.4233 0.00 -0.04 0.02 -0.753
N -0.1412 -2.1879 -5.0458 -0.10 0.02 0.06 -0.171
C 0.9776 -1.8988 -4.4026 0.15 -0.05 -0.11 -0.293
S 1.2276 -1.7680 -2.7611 -0.16 -0.09 0.15 -0.040
C 2.1697 -1.7413 -5.3173 -0.05 -0.02 0.01 0.539
C 3.4681 -1.3793 -4.9904 -0.01 -0.01 0.02 -0.712
C 4.3962 -1.2959 -6.0203 0.00 0.00 -0.01 -0.819
C 4.0376 -1.5692 -7.3403 0.02 0.00 0.00 -0.428
C 2.7344 -1.9254 -7.6648 0.00 0.01 0.03 -0.729
C 1.8256 -1.9976 -6.6272 0.04 -0.01 -0.07 -0.090
H 3.7285 -1.1561 -3.9614 0.01 0.00 0.00 0.592
H 5.4144 -1.0052 -5.7928 -0.01 0.00 0.00 0.424
H 4.7843 -1.4965 -8.1223 0.00 0.00 0.00 0.374
H 2.4397 -2.1316 -8.6859 0.00 0.00 0.00 0.427
C -1.1838 6.4837 -1.1191 -0.02 0.02 -0.02 -1.491
C -0.7427 5.1276 -0.6453 -0.03 -0.01 0.01 1.366
C 0.5989 4.7699 -0.6126 0.03 0.01 0.01 -1.054
C 0.9678 3.5113 -0.1653 0.04 -0.07 0.08 -1.271
N 0.0817 2.6134 0.2647 -0.39 -0.15 -0.04 1.360
C -1.2108 2.9537 0.2333 -0.11 0.00 0.00 -0.481
C -1.6659 4.1820 -0.2151 0.14 0.01 0.02 -1.027
H -0.3470 7.0563 -1.5181 0.00 -0.01 0.00 0.378
H -1.6250 7.0544 -0.2985 0.00 0.00 0.00 0.289
H -1.9423 6.3958 -1.8987 0.00 -0.01 0.00 0.338
H 1.3649 5.4563 -0.9524 -0.01 0.01 0.01 0.354
H 2.0022 3.1952 -0.1525 0.00 -0.01 -0.02 0.615
H -1.9307 2.2090 0.5635 0.03 0.00 -0.01 0.247
H -2.7299 4.3836 -0.2256 0.00 0.02 0.00 0.505
S 2.9471 2.5013 2.5703 0.14 -0.26 -0.07 -0.542
Sb 1.5827 2.0440 4.2689 -0.25 0.36 0.21 1.498
C 1.4034 0.1276 5.1031 -0.05 -0.12 0.07 0.484
C 0.3917 -0.1401 6.0252 0.07 0.04 0.06 -0.454
C 0.3056 -1.3925 6.6082 0.02 -0.05 0.00 -0.665
C 1.2337 -2.3778 6.2802 -0.06 0.03 0.02 -0.562
C 2.2452 -2.1061 5.3754 0.03 0.00 0.00 -0.460
C 2.3342 -0.8488 4.7824 -0.03 -0.04 -0.18 -0.491
C 2.2720 3.0367 6.0340 0.02 0.12 -0.04 0.495
C 1.5936 4.1173 6.5871 -0.04 -0.02 0.05 -0.268
C 2.1133 4.7889 7.6882 0.00 -0.02 0.00 -0.659
C 3.3190 4.3857 8.2418 -0.01 0.02 0.01 -0.422
C 4.0030 3.3075 7.6951 -0.01 -0.01 0.00 -0.589
C 3.4826 2.6398 6.5965 0.02 -0.05 0.01 -0.596
C -0.2549 3.0822 4.0086 -0.05 -0.01 -0.12 1.054
C -1.5216 2.6550 4.3896 0.00 -0.08 0.07 -0.752
C -2.6390 3.4308 4.1114 0.01 0.02 -0.01 -0.500
C -2.4964 4.6467 3.4578 -0.01 -0.02 0.01 -0.592
C -1.2354 5.0801 3.0759 0.00 0.02 0.01 -0.575
C -0.1206 4.2977 3.3413 0.02 -0.01 0.01 -0.797
H -0.3274 0.6229 6.2992 0.00 0.02 0.00 0.346
H -0.4892 -1.6052 7.3127 0.00 0.00 0.00 0.402
H 1.1504 -3.3644 6.7186 0.01 0.01 0.01 0.367
H 2.9491 -2.8732 5.0834 -0.01 0.01 0.00 0.497
H 3.0974 -0.6673 4.0311 0.02 0.01 0.02 0.277
H 0.6503 4.4440 6.1640 0.01 0.00 -0.03 0.344
H 1.5742 5.6295 8.1084 0.01 0.00 0.01 0.374
H 3.7281 4.9123 9.0954 0.00 -0.01 0.00 0.353
H 4.9468 2.9888 8.1205 0.00 0.00 0.00 0.376
H 4.0324 1.8052 6.1738 -0.01 0.01 -0.02 0.373
H -1.6591 1.7016 4.8827 0.03 -0.01 0.00 0.121
H -3.6219 3.0714 4.3881 0.00 0.00 -0.01 0.369
H -3.3714 5.2417 3.2265 0.01 0.01 0.00 0.356
H -1.1159 6.0156 2.5428 -0.01 -0.01 0.00 0.440
H 0.8593 4.6135 2.9975 -0.01 0.00 -0.01 0.341
C -7.0044 -2.0376 -4.0130 -0.02 0.01 -0.03 -1.605
C -6.0275 -1.6685 -2.9284 0.02 -0.02 0.02 0.725
C -4.8041 -2.3231 -2.8195 0.02 -0.01 -0.02 -0.135
C -3.8965 -1.9954 -1.8237 -0.03 0.00 -0.01 -0.343
C -4.2210 -0.9874 -0.9271 -0.02 -0.08 0.08 -0.616
C -5.4329 -0.3219 -1.0125 0.00 0.01 -0.04 -0.513
C -6.3307 -0.6661 -2.0120 -0.01 0.03 0.01 -0.594
S -3.0681 -0.5842 0.3533 0.24 0.03 0.13 2.026
O -3.0006 -1.7043 1.2689 -0.10 0.08 0.06 -0.732
O -3.5090 0.6666 0.9600 -0.09 0.00 -0.05 -0.825
O -1.7899 -0.4092 -0.3779 -0.49 0.13 0.11 -0.745
H -6.6043 -2.8291 -4.6463 0.00 0.00 0.00 0.329
H -7.2300 -1.1804 -4.6512 0.01 0.00 0.01 0.340
H -7.9489 -2.3885 -3.5907 0.00 0.00 0.01 0.329
H -4.5454 -3.0997 -3.5304 -0.07 0.09 0.05 -0.078
H -2.9511 -2.5214 -1.7479 -0.01 -0.01 0.02 0.327
H -5.6524 0.4650 -0.3033 0.00 0.00 0.00 0.486
H -7.2769 -0.1395 -2.0845 -0.01 -0.02 -0.01 0.332

[2]
99
Properties=species:S:1:pos:R:3:forces:R:3:mulliken_spin:R:1 method="wB97M-V/def2-TZVPD" homo_energy_ev="-2.26 / -2.59" charge=-1 spin_multiplicity=6 orbital_gap_ha="0.177 / 0.189" largest_force_ev_per_a=5.84 mol_weight_g_mol=729.73 energy_ha=-3550.72515
Fe 0.3609 -0.6989 -0.2415 0.53 0.33 0.85 3.459
N 0.4713 -3.0994 3.4071 -1.52 -1.73 3.29 0.007
N 0.0151 -1.9796 -1.8446 0.65 -0.03 3.39 0.068
C 0.8761 1.5501 -0.8113 0.47 -0.18 1.55 0.159
C 2.0312 0.7948 -0.3973 -1.07 0.38 1.09 -0.013
C 1.8640 0.4822 1.0078 0.08 1.38 -0.49 0.010
C 2.8660 -0.2186 1.8460 0.88 1.57 -0.11 0.480
H 3.7428 -0.5093 1.2726 0.15 -0.09 0.04 -0.012
H 2.3828 -1.2595 2.2751 -0.21 0.31 0.54 0.042
H 3.1450 0.3588 2.7270 0.12 0.01 0.13 -0.006
C 0.6316 1.0727 1.4471 0.46 -0.06 -1.16 0.011
C 0.0992 1.1671 2.8280 -0.48 -0.03 0.55 -0.017
H 0.2303 2.1763 3.2572 0.11 -0.15 -0.17 0.009
H 0.5478 0.4584 3.5304 0.06 -0.03 -0.20 -0.005
H -0.9866 0.9810 2.8344 0.36 0.02 0.03 -0.001
C -0.0151 1.6619 0.3130 1.46 -0.31 -0.01 -0.039
C -1.2756 2.4433 0.3876 -0.45 0.30 0.08 -0.005
H -2.0433 1.9185 0.9744 0.13 0.09 -0.13 0.010
H -1.6932 2.6363 -0.6045 0.02 0.01 0.08 -0.002
H -1.1232 3.4221 0.8717 -0.01 -0.14 -0.08 0.003
C 3.2794 0.6638 -1.1908 0.29 0.07 -0.20 0.001
H 3.9064 1.5483 -0.9981 0.13 -0.21 -0.17 0.001
H 3.0646 0.6402 -2.2651 0.07 -0.02 0.10 0.008
H 3.8625 -0.2330 -0.9490 -0.12 0.16 0.00 -0.002
C 0.8652 2.3870 -2.0324 -0.17 -0.03 -0.61 0.012
H -0.1271 2.7983 -2.2456 0.14 -0.07 -0.04 0.001
H 1.1816 1.8000 -2.9020 -0.11 0.19 -0.09 0.001
H 1.5689 3.2358 -1.9404 -0.21 -0.24 0.03 0.005
C -0.1723 -4.1212 3.9662 -1.14 0.16 -1.54 0.004
H 0.1260 -4.3997 4.9796 -0.05 -0.10 -0.25 0.000
C -1.2427 -4.7739 3.2823 0.26 0.39 0.91 0.010
H -1.7584 -5.5991 3.7993 0.00 0.56 -0.44 0.001
C -1.6041 -4.3019 2.0026 0.46 -0.04 -0.08 0.000
H -2.5550 -4.6408 1.5486 0.86 -0.16 -0.01 0.003
C -0.7705 -3.3883 1.3273 -0.17 -0.03 1.35 -0.007
H -0.7865 -3.2671 0.2417 -0.42 0.47 0.42 -0.020
C 0.2009 -2.7163 2.1523 2.07 -1.34 0.35 -0.153
C 1.2939 -1.8701 1.8492 -2.99 -1.22 -4.87 0.927
H 1.7927 -2.3829 1.0310 0.58 0.23 -0.66 -0.026
C -0.5282 -0.8352 -2.2383 0.10 -2.81 -1.08 0.011
C 0.3835 -2.8592 -2.8125 -0.84 0.74 -0.74 -0.002
H 0.7742 -3.8428 -2.5403 -0.01 0.50 -0.53 -0.002
C 0.0190 -2.2374 -3.9701 -0.75 -0.66 0.22 0.027
H 0.1996 -2.5591 -4.9721 -0.61 -0.18 -0.19 0.002
N -0.6567 -1.0458 -3.6353 1.43 -1.55 2.28 0.000
C -0.7399 0.1283 -4.3192 0.42 0.59 0.07 -0.025
C 0.3229 0.3986 -5.1880 -0.87 0.81 -0.45 0.004
C 0.1286 1.5439 -5.9647 -0.67 -0.43 1.17 0.000
H 0.8032 1.7336 -6.7861 0.08 0.45 -0.04 0.000
C -0.9799 2.3622 -5.6773 0.51 -0.30 -0.56 0.001
C -1.2553 3.4564 -6.6120 -0.27 0.62 -0.52 0.000
H -1.8437 4.2185 -6.1043 0.04 0.29 -0.28 0.000
H -1.8340 3.0560 -7.4496 0.00 0.30 -0.15 0.000
H -0.3154 3.8568 -6.9803 -0.08 0.36 -0.22 0.000
C -1.8818 2.1500 -4.6425 0.30 -0.62 0.41 -0.001
H -2.7483 2.7922 -4.4634 0.47 0.15 -0.13 0.000
C -1.7334 1.0195 -3.8544 0.30 -0.46 -0.99 0.003
C -2.6109 0.7287 -2.6629 -0.92 0.76 0.34 0.019
H -3.1714 -0.2141 -2.7367 0.34 0.08 -0.09 0.001
H -3.3618 1.5320 -2.6054 0.01 -0.11 -0.13 0.001
H -2.0937 0.7204 -1.6820 -0.14 0.02 -0.94 0.000
C 1.5822 -0.4387 -5.2109 0.63 -0.13 -0.76 0.003
H 1.4259 -1.4877 -5.4930 0.22 0.71 0.09 -0.001
H 2.1428 -0.4435 -4.2526 -0.58 0.09 -0.34 0.000
H 2.2748 -0.0709 -5.9769 -0.11 0.35 0.14 0.000
C -6.3422 3.0424 3.1149 0.09 0.27 -0.33 0.000
C -5.0598 3.1768 3.6588 0.03 -0.56 0.05 0.000
C -4.1186 2.1612 3.4754 -0.45 -0.05 -0.34 0.001
C -4.4727 1.0049 2.7483 -0.59 0.01 -0.08 0.000
C -5.7277 0.9256 2.1176 0.35 0.62 0.28 -0.001
C -6.6268 1.9944 2.2363 0.02 -0.29 0.27 0.000
P -3.2187 -0.3074 2.5821 0.54 0.04 -0.18 0.013
C -3.0427 -0.7900 4.3543 0.29 -0.06 0.51 0.002
C -1.7846 -1.3226 4.6993 -0.40 0.08 -0.27 0.009
C -1.4519 -1.5972 6.0208 -0.21 0.27 0.18 -0.001
C -2.4082 -1.4098 7.0247 0.06 -0.46 -0.37 0.000
C -3.7213 -1.0863 6.6697 0.03 0.64 -0.05 0.000
C -4.0009 -0.6208 5.3737 0.23 -0.52 -0.11 0.001
C -4.0820 -1.7051 1.7563 -0.56 -0.30 0.12 0.004
C -4.7256 -2.6699 2.5433 -0.05 -0.17 -0.46 0.000
C -5.3942 -3.7438 1.9436 -0.04 0.28 0.02 0.000
C -5.5257 -3.7921 0.5548 0.20 -0.13 0.10 0.000
C -4.8346 -2.8749 -0.2431 -0.05 0.21 0.18 0.000
C -4.0916 -1.8478 0.3463 -0.06 -0.05 0.63 0.011
H -7.1152 3.7717 3.3730 0.32 -0.05 -0.39 0.000
H -4.7879 4.0668 4.2227 -0.15 -0.22 0.04 0.000
H -3.1216 2.2473 3.9139 -0.25 -0.03 -0.17 0.000
H -5.9902 0.0239 1.5642 0.07 0.33 -0.04 0.000
H -7.5483 1.9973 1.6446 0.16 -0.13 0.51 0.000
H -1.0563 -1.4988 3.9110 -0.11 0.11 0.24 0.007
H -0.4502 -1.9576 6.2596 -0.23 0.20 -0.07 0.000
H -2.1197 -1.5217 8.0723 -0.26 -0.31 -0.29 0.000
H -4.5217 -1.1754 7.4125 0.33 0.52 -0.18 0.000
H -4.9469 -0.1147 5.1593 0.13 -0.49 0.01 0.000
H -4.7039 -2.5705 3.6284 0.05 -0.17 -0.28 0.000
H -5.8122 -4.5346 2.5704 -0.08 0.32 -0.20 0.000
H -6.1592 -4.5554 0.0931 0.39 0.14 0.13 0.000
H -4.8795 -2.9620 -1.3307 0.03 0.08 0.32 0.000
H -3.5238 -1.1562 -0.2777 -0.10 -0.11 0.16 -0.008

What is the charge in the first record? -2